(1)
43
Properties=species:S:1:pos:R:3 method="wB97M-V/def2-TZVPD" de_lowest_kj_mol=645.0 lumo_ev=-2.9 e_homo_ev=-13.166 charge=+1 homo_lumo_gap_ev=10.216 spin_multiplicity=1
O -2.113 -2.134 2.379
H -1.718 -2.791 1.628
O 3.393 -0.970 2.557
H 3.140 -0.483 3.418
H 4.307 -1.254 2.731
O -1.606 3.648 2.722
H -2.027 0.906 2.620
H -0.678 4.072 2.384
O 2.721 3.068 -0.293
H 3.689 2.849 -0.494
H 2.708 3.834 0.310
O 1.933 -0.478 -0.464
H 1.409 0.036 -1.058
H 2.059 -0.208 0.429
O -0.321 4.242 -1.653
H -0.031 4.930 -2.248
H -0.215 3.428 -2.326
O 2.041 -2.200 -3.412
H 3.118 -2.177 -3.208
H 1.818 -2.930 -2.862
O 1.054 -4.392 1.074
H 2.082 -4.298 1.242
H 1.144 -5.344 0.573
O 0.921 2.697 -3.087
H 0.825 1.890 -3.670
H 1.592 2.662 -2.345
O -2.570 2.626 -1.164
H -1.783 2.469 -1.650
H -2.186 3.263 -0.577
O -2.776 0.402 2.236
H -2.261 4.299 2.720
H -3.160 0.586 1.227
O -3.728 0.594 -0.337
H -3.183 1.422 -0.519
H -4.481 0.799 -1.109
O -0.941 -3.287 0.228
H -0.379 -2.484 0.270
H -0.792 -3.936 0.796
O 1.002 -4.374 -1.524
H 0.611 -3.489 -1.845
H 0.906 -4.344 -0.530
H -3.029 -2.529 2.708
H -2.496 -0.623 2.119

=====

(2)
5
Properties=species:S:1:pos:R:3 method="wB97M-V/def2-TZVPD" de_lowest_kj_mol=81.3 lumo_ev=0.2 e_homo_ev=-10.261 charge=0 homo_lumo_gap_ev=10.504 spin_multiplicity=1
C -0.027 -0.078 0.066
Br -1.694 0.779 0.190
Br 0.797 0.025 1.663
Br 1.074 0.431 -1.417
H -0.150 -1.157 -0.502

=====

(3)
42
Properties=species:S:1:pos:R:3 method="wB97M-V/def2-TZVPD" de_lowest_kj_mol=719.3 lumo_ev=-11.2 e_homo_ev=-14.824 charge=+2 homo_lumo_gap_ev=3.661 spin_multiplicity=1
In 1.299 0.190 1.898
O 0.386 -1.904 -1.352
C 0.493 -1.321 -0.140
O 1.505 -1.616 0.508
O -0.201 -0.410 0.296
H 0.926 -2.684 -1.212
F 0.129 1.343 1.136
C -0.570 1.853 0.064
C -0.393 1.418 -1.236
C -1.273 1.891 -2.228
C -2.336 2.743 -1.966
C -2.543 3.095 -0.583
C -1.616 2.722 0.405
H 0.334 0.714 -1.613
H -0.971 1.569 -3.213
H -2.872 3.115 -2.826
H -3.331 3.826 -0.483
H -1.705 3.098 1.413
F 2.237 0.451 0.496
C 2.428 0.872 -0.831
C 3.257 0.144 -1.670
C 3.502 0.574 -2.995
C 2.889 1.729 -3.461
C 2.085 2.555 -2.654
C 1.886 2.082 -1.299
H 3.651 -0.806 -1.340
H 4.270 0.065 -3.558
H 2.983 1.999 -4.502
H 1.538 3.387 -3.073
H 1.156 2.584 -0.683
F -0.084 -0.967 2.030
C -0.821 -1.990 2.467
C -0.233 -3.097 3.005
C -0.998 -4.088 3.602
C -2.426 -3.934 3.658
C -2.965 -2.785 3.178
C -2.197 -1.820 2.544
H 0.834 -3.257 3.052
H -0.443 -4.957 3.924
H -3.054 -4.754 3.976
H -4.037 -2.676 3.100
H -2.719 -0.953 2.165

=====

(4)
118
Properties=species:S:1:pos:R:3 method="wB97M-V/def2-TZVPD" de_lowest_kj_mol=0.0 lumo_ev="0.3 / 0.3" s_squared=0.754 e_homo_ev="-6.410 / -7.330" charge=0 homo_lumo_gap_ev="6.718 / 7.642" spin_multiplicity=2
Ti -3.596 -1.110 -0.326
S -2.168 0.682 0.727
P -3.281 -0.289 2.361
C -4.172 -1.511 1.509
P -4.279 -3.263 1.505
S -3.226 -3.474 -0.428
C -3.315 -4.294 2.662
C -3.669 -4.466 3.978
C -2.796 -5.037 4.927
C -1.608 -5.579 4.531
C -1.313 -5.619 3.205
C -2.061 -4.806 2.311
C -5.828 -3.998 1.197
C -6.783 -3.125 0.635
C -7.902 -3.685 0.021
C -8.023 -5.073 -0.075
C -7.119 -5.867 0.633
C -5.959 -5.390 1.184
C -2.047 -0.978 3.534
C -0.790 -1.302 3.033
C 0.141 -1.896 3.888
C -0.122 -1.964 5.227
C -1.352 -1.587 5.792
C -2.319 -1.089 4.934
C -4.178 1.148 3.051
C -5.577 1.109 2.981
C -6.341 2.215 3.392
C -5.676 3.369 3.876
C -4.298 3.440 3.973
C -3.517 2.339 3.538
H -4.699 -4.130 4.273
H -3.026 -4.867 5.969
H -0.853 -5.962 5.237
H -0.598 -6.274 2.700
H -1.565 -4.657 1.318
H -6.557 -2.086 0.672
H -8.656 -2.985 -0.373
H -8.793 -5.542 -0.669
H -7.385 -6.895 0.912
H -5.286 -6.050 1.714
H -0.588 -1.135 1.968
H 1.005 -2.443 3.483
H 0.763 -2.161 5.889
H -1.550 -1.635 6.813
H -3.298 -0.801 5.300
H -6.039 0.229 2.608
H -7.455 2.124 3.552
H -6.175 4.236 4.240
H -3.792 4.271 4.502
H -2.417 2.425 3.561
C 6.054 3.392 -2.313
N 5.023 2.427 -2.070
P 5.476 0.735 -2.284
C 6.180 0.234 -0.660
C 6.223 1.049 0.437
C 7.002 0.696 1.578
C 7.501 -0.605 1.653
C 7.161 -1.495 0.639
C 6.537 -1.143 -0.501
C 6.952 0.748 -3.189
C 8.274 0.600 -2.731
C 9.241 0.343 -3.726
C 8.966 0.306 -5.104
C 7.716 0.513 -5.556
C 6.713 0.814 -4.588
P 3.278 2.611 -1.714
C 3.125 3.117 -0.012
C 2.255 2.454 0.824
C 2.100 2.911 2.105
C 2.867 3.957 2.548
C 3.729 4.656 1.717
C 3.906 4.232 0.403
C 2.848 4.047 -2.625
C 1.858 4.925 -2.195
C 1.202 5.773 -3.097
C 1.496 5.690 -4.454
C 2.552 4.918 -4.880
C 3.232 4.110 -3.954
H 6.955 3.119 -1.745
H 5.662 4.344 -2.011
H 6.352 3.394 -3.352
H 5.752 2.038 0.332
H 7.018 1.427 2.432
H 8.154 -0.936 2.486
H 7.311 -2.515 0.737
H 6.297 -1.863 -1.293
H 8.539 0.641 -1.606
H 10.250 0.168 -3.283
H 9.700 0.159 -5.908
H 7.447 0.303 -6.588
H 5.645 1.084 -4.898
H 1.721 1.623 0.433
H 1.239 2.605 2.689
H 2.838 4.383 3.561
H 4.306 5.493 2.070
H 4.502 4.771 -0.311
H 1.563 4.806 -1.152
H 0.333 6.298 -2.856
H 0.907 6.265 -5.231
H 2.850 4.921 -5.900
H 4.000 3.455 -4.447
O -2.510 -0.696 -1.945
S -2.127 -0.584 -3.445
C -2.932 -2.230 -3.864
C -4.339 -1.946 -4.293
C -4.421 -0.567 -4.908
C -3.434 0.393 -4.210
H -2.872 -2.931 -3.032
H -2.420 -2.552 -4.771
H -5.051 -2.047 -3.459
H -4.629 -2.663 -5.051
H -5.421 -0.146 -4.862
H -4.185 -0.670 -6.037
H -4.091 0.841 -3.454
H -3.069 1.142 -4.933
S -6.115 2.032 -1.497
C -5.703 0.571 -1.246
N -5.353 -0.512 -0.850